{"formula": "C34H75N3NbO15", "method": "the ωB97M-V functional and the def2-TZVPD basis", "homo_ev": -4.117, "total_charge": -1, "energy_ha": -2690.000352, "gap_ha": 0.212, "spin_multiplicity": 1, "elements": ["C", "Nb", "C", "C", "C", "O", "C", "C", "N", "N", "N", "H", "H", "H", "H", "H", "H", "H", "H", "H", "H", "H", "H", "H", "H", "H", "H", "H", "H", "H", "O", "C", "O", "C", "C", "C", "H", "H", "H", "H", "H", "H", "H", "H", "O", "C", "O", "C", "C", "C", "H", "H", "H", "H", "H", "H", "H", "H", "O", "C", "O", "C", "C", "C", "H", "H", "H", "H", "H", "H", "H", "H", "O", "C", "O", "C", "C", "C", "H", "H", "H", "H", "H", "H", "H", "H", "O", "C", "O", "C", "C", "C", "H", "H", "H", "H", "H", "H", "H", "H", "O", "C", "O", "C", "C", "C", "H", "H", "H", "H", "H", "H", "H", "H", "O", "C", "O", "C", "C", "C", "H", "H", "H", "H", "H", "H", "H", "H"], "coordinates": [[-1.0954, -3.9657, 2.2761], [-1.4471, -2.4243, 0.6119], [-3.6212, -3.0259, 0.2904], [-3.7388, -4.7016, 0.1980], [-4.3894, -5.2433, -1.2093], [-5.1241, -5.2419, 0.1830], [-0.7192, -3.7962, -1.0414], [0.8237, -4.1729, -1.0827], [1.0138, -5.6610, -0.9811], [1.6955, -3.5693, -0.0609], [1.3351, -3.8260, -2.4634], [-1.9680, -4.0321, 3.0071], [-0.1506, -3.7450, 2.8728], [-0.9549, -5.0205, 1.8621], [-1.7660, -1.0389, -0.5678], [-2.0698, -1.3043, 1.9386], [0.1720, -1.6511, 0.8912], [-4.3471, -2.7073, 1.0868], [-3.9151, -2.7256, -0.7594], [-2.8805, -5.3352, 0.6690], [-4.8832, -4.4792, -1.8799], [-4.4736, -6.3450, -1.3922], [-0.9509, -3.2535, -2.0203], [-1.2860, -4.7828, -1.1330], [0.5286, -6.0855, -1.7775], [0.5979, -5.9741, -0.0998], [1.7677, -2.5665, -0.2961], [2.6549, -3.9111, -0.2348], [1.8795, -2.9518, -2.4389], [2.0095, -4.5569, -2.7329], [2.6868, -1.3685, -2.4856], [3.4496, -0.9380, -3.3153], [4.3776, -0.0358, -2.9650], [5.4568, 0.3788, -3.8165], [5.0358, 1.5144, -4.7251], [3.3144, -1.3243, -4.7612], [5.8687, -0.4699, -4.3680], [6.2495, 0.7274, -3.1515], [4.2341, 1.2099, -5.4030], [5.8780, 1.8595, -5.3202], [4.6548, 2.3452, -4.1407], [2.5907, -0.6661, -5.2420], [2.9504, -2.3521, -4.8100], [4.2540, -1.3051, -5.3099], [-0.6499, 0.5135, 3.1025], [-1.3819, 1.4140, 3.4061], [-1.7180, 1.6070, 4.7021], [-2.4088, 2.7644, 5.1795], [-3.9093, 2.5966, 5.0536], [-2.0187, 2.2779, 2.3558], [-2.0470, 3.6698, 4.6869], [-2.1446, 2.8605, 6.2351], [-4.2138, 2.4871, 4.0114], [-4.4296, 3.4591, 5.4767], [-4.2361, 1.6953, 5.5776], [-2.9312, 1.7979, 2.0012], [-1.3216, 2.3783, 1.5232], [-2.2394, 3.2887, 2.6934], [8.6907, 1.2126, -5.6044], [9.1901, 0.1980, -6.0193], [8.6684, -0.4114, -7.0985], [9.3013, -1.4942, -7.7916], [8.9522, -2.8261, -7.1598], [10.3315, -0.4568, -5.2916], [10.3792, -1.3358, -7.8672], [8.9139, -1.4676, -8.8116], [9.3138, -2.8901, -6.1320], [9.3880, -3.6481, -7.7310], [7.8688, -2.9578, -7.1239], [9.9345, -1.1018, -4.5073], [10.9425, 0.3239, -4.8371], [10.9953, -1.0270, -5.9386], [-0.9399, -8.4452, 7.6606], [-0.7303, -8.0491, 6.5391], [0.5302, -7.9631, 6.0856], [0.8712, -7.7093, 4.7142], [0.9103, -6.2238, 4.4249], [-1.8526, -7.5554, 5.6690], [0.2054, -8.2495, 4.0377], [1.8674, -8.1313, 4.5675], [-0.0667, -5.7607, 4.5694], [1.2292, -6.0407, 3.3974], [1.6028, -5.7210, 5.1037], [-2.0405, -6.5039, 5.8871], [-2.7476, -8.1342, 5.9008], [-1.6720, -7.6846, 4.6039], [-4.3622, 4.6716, 2.0179], [-5.0992, 5.5735, 2.3264], [-5.4254, 5.7588, 3.6172], [-6.1254, 6.9103, 4.1072], [-7.6208, 6.7118, 3.9872], [-5.7443, 6.4384, 1.2796], [-5.7795, 7.8231, 3.6171], [-5.8558, 7.0071, 5.1607], [-7.9265, 6.5984, 2.9473], [-8.1596, 7.5598, 4.4151], [-7.9260, 5.8034, 4.5069], [-6.6575, 5.9567, 0.9285], [-5.0506, 6.5420, 0.4443], [-5.9663, 7.4477, 1.6202], [5.9311, 3.9368, -4.5252], [5.9666, 4.7589, -3.6442], [5.2438, 5.8885, -3.7522], [5.0517, 6.8213, -2.6818], [6.1834, 7.8268, -2.6234], [6.8829, 4.5884, -2.4647], [4.9011, 6.3041, -1.7321], [4.1181, 7.3430, -2.8995], [7.1399, 7.3430, -2.4173], [5.9973, 8.5695, -1.8453], [6.2869, 8.3392, -3.5822], [7.8698, 4.9765, -2.7177], [6.9637, 3.5234, -2.2431], [6.5204, 5.0632, -1.5550], [-9.3460, 4.5751, 2.8223], [-8.7834, 3.5815, 2.4224], [-9.2553, 2.9341, 1.3459], [-8.5488, 1.8803, 0.6720], [-8.8272, 0.5371, 1.3141], [-7.6151, 2.9980, 3.1684], [-7.4814, 2.1009, 0.6088], [-8.9232, 1.8732, -0.3531], [-8.4762, 0.5054, 2.3470], [-8.3358, -0.2631, 0.7581], [-9.9016, 0.3419, 1.3374], [-7.9844, 2.3389, 3.9546], [-7.0519, 3.8146, 3.6223], [-6.9135, 2.4599, 2.5342]]}